The following is a quantum chemistry calculation of a molecular structure, C26H19O3PSn, from the Open Molecules 2025 dataset.

Output
HOMO-LUMO gap, eV: 7.77
F_max, eV/Å: 0.10
ΔE to the lowest compared entry with this formula, charge and spin, kJ/mol: 0.0
E, Ha: -1783.57663
LUMO level, eV: -0.052
Spin multiplicity: 1

XYZ file:
```
50
Properties=species:S:1:pos:R:3:forces:R:3:mulliken_charge:R:1
Sn -0.278 2.441 1.726 -0.036 0.011 0.089 0.369
O -0.138 4.914 -0.079 -0.001 -0.072 0.033 -0.558
C -0.140 3.703 -0.151 0.014 0.029 -0.046 -0.207
C -0.011 3.044 -1.509 -0.002 0.029 0.023 0.607
C 0.424 3.802 -2.592 0.014 0.012 -0.038 -0.684
C 0.545 3.226 -3.843 -0.008 0.001 0.027 -0.573
C 0.218 1.886 -4.027 -0.003 -0.010 0.014 -0.698
C -0.221 1.127 -2.957 0.005 -0.020 -0.048 0.115
C -0.328 1.700 -1.691 -0.022 -0.006 0.025 0.299
P -0.910 0.733 -0.264 0.091 -0.046 -0.016 0.804
C -2.602 0.225 -0.673 -0.009 0.014 0.025 0.521
C -3.651 0.978 -0.154 -0.005 0.026 0.008 -0.378
C -4.964 0.677 -0.486 0.007 -0.011 -0.004 -0.670
C -5.235 -0.386 -1.333 0.016 -0.011 -0.007 -0.465
C -4.194 -1.152 -1.843 -0.045 -0.005 0.002 -0.775
C -2.883 -0.850 -1.515 0.060 -0.030 -0.018 -0.214
C 0.094 -0.772 -0.257 -0.070 0.014 -0.013 0.775
C -0.397 -1.929 0.343 -0.033 -0.007 0.021 -0.570
C 0.426 -3.032 0.502 0.019 -0.011 -0.004 -0.832
C 1.743 -2.983 0.069 -0.005 -0.027 0.007 -0.398
C 2.235 -1.834 -0.531 -0.005 0.007 0.002 -0.762
C 1.415 -0.728 -0.694 0.027 0.009 -0.014 -0.727
H 0.662 4.844 -2.424 0.003 0.009 0.004 0.496
H 0.893 3.815 -4.681 0.002 0.010 -0.005 0.398
H 0.310 1.434 -5.006 -0.002 -0.008 -0.010 0.419
H -0.470 0.083 -3.104 0.000 -0.015 0.003 0.329
H -3.445 1.804 0.517 0.007 0.013 -0.001 0.302
H -5.773 1.269 -0.079 -0.007 0.013 0.007 0.407
H -6.258 -0.625 -1.591 -0.011 -0.004 -0.004 0.392
H -4.404 -1.987 -2.496 -0.007 -0.010 -0.006 0.403
H -2.078 -1.465 -1.900 -0.011 0.044 -0.011 0.342
H -1.421 -1.968 0.700 0.016 0.006 0.001 0.489
H 0.043 -3.924 0.980 -0.007 -0.013 0.002 0.405
H 2.390 -3.839 0.209 0.005 -0.010 0.001 0.427
H 3.266 -1.785 -0.855 0.017 0.006 -0.001 0.430
H 1.816 0.180 -1.126 0.005 -0.006 -0.018 0.362
O 3.747 1.296 1.288 0.033 -0.052 -0.047 -0.660
C 2.630 0.988 1.642 -0.023 0.077 0.065 0.038
O 1.565 1.637 1.226 -0.037 0.014 -0.014 -0.312
C 2.432 -0.203 2.551 0.019 -0.003 0.005 0.803
C 3.562 -0.948 2.885 -0.004 0.009 0.008 -0.571
C 3.456 -2.061 3.702 0.023 0.010 -0.006 -0.536
C 2.219 -2.441 4.204 -0.020 -0.018 0.001 -0.349
C 1.091 -1.703 3.883 -0.010 -0.015 0.009 -0.877
C 1.198 -0.594 3.056 0.002 0.048 -0.029 0.316
H 4.516 -0.629 2.490 0.009 0.005 -0.011 0.496
H 4.342 -2.631 3.952 0.007 -0.007 0.002 0.415
H 2.136 -3.309 4.846 -0.001 -0.003 0.007 0.394
H 0.122 -1.991 4.272 -0.003 -0.003 0.003 0.420
H 0.304 -0.036 2.814 -0.011 0.004 -0.022 -0.155
```
Positions in Å, forces in eV/Å.



The following is a quantum chemistry calculation of a molecular structure, C26H20AlB4Br10O32 at a distorted geometry, from the Open Molecules 2025 dataset.

Output
HOMO-LUMO gap, eV: 2.45
F_max, eV/Å: 6.14
E, Ha: -29493.10883
LUMO level, eV: -5.614
Spin multiplicity: 1
Total charge: -1

XYZ file:
```
93
Properties=species:S:1:pos:R:3:forces:R:3:mulliken_charge:R:1
Al 0.456 -11.227 -10.877 0.726 1.012 -0.675 0.889
O 3.251 -9.977 -11.122 0.688 0.618 -1.127 -0.769
C 3.571 -9.665 -12.265 -1.142 -0.910 3.157 0.793
O 4.280 -8.668 -12.679 0.474 0.791 -0.049 0.343
B 4.258 -8.651 -14.159 0.036 -0.398 0.147 0.584
O 3.340 -9.798 -14.495 2.089 1.843 -2.628 -0.477
C 2.985 -10.363 -13.427 -3.240 -1.995 0.622 0.103
O 2.079 -11.177 -13.367 0.833 -0.165 0.780 -0.617
O 5.639 -8.711 -14.647 -0.931 0.315 -0.626 -0.719
C 5.842 -7.694 -15.480 4.428 1.297 -1.023 0.074
O 6.967 -7.376 -15.921 -4.494 -1.060 1.100 -0.585
C 4.474 -6.857 -15.571 0.856 3.254 -2.085 0.550
O 3.683 -7.405 -14.698 -0.645 -0.017 0.157 0.587
O 4.308 -5.817 -16.245 0.281 -3.650 2.310 -0.516
O 0.023 -8.899 -12.704 -0.440 1.311 -2.842 -0.596
C -0.133 -8.536 -13.890 -0.086 -0.890 2.315 0.432
O -0.379 -7.314 -14.362 0.039 -1.714 0.520 -0.139
B -0.360 -7.394 -15.866 0.564 1.146 0.401 0.856
O -0.266 -8.839 -16.199 -0.144 1.365 0.171 -0.515
C -0.167 -9.532 -15.074 -0.774 -4.145 -0.114 0.471
O -0.242 -10.780 -15.003 0.383 4.444 0.041 -0.634
O -1.434 -6.567 -16.474 0.533 0.752 -1.023 -0.542
C -0.889 -5.546 -17.184 -2.577 2.284 -3.541 0.332
O -1.410 -4.703 -17.969 1.358 -3.830 3.718 -0.576
C 0.634 -5.572 -16.995 2.248 3.445 1.142 0.574
O 0.860 -6.573 -16.180 1.159 -0.347 -1.194 0.099
O 1.378 -4.595 -17.292 -2.329 -4.146 0.734 -0.501
O 2.905 -1.952 -12.990 1.183 1.418 1.772 -0.575
C 3.807 -1.340 -12.421 -1.707 -2.487 -2.525 0.643
O 3.940 -0.874 -11.260 -0.942 0.613 1.677 -0.382
B 5.288 -0.302 -10.997 0.524 0.712 0.498 1.077
O 5.966 -0.497 -12.322 -0.065 -0.521 0.227 -0.492
C 5.190 -1.150 -13.122 1.665 -1.239 -5.567 0.695
O 5.403 -1.551 -14.297 -0.638 1.565 4.589 -0.542
O 5.891 -1.010 -9.855 -0.150 0.263 -1.533 -0.262
C 6.405 -0.111 -9.039 -0.619 1.313 1.731 0.539
O 6.859 -0.355 -7.961 0.384 0.132 -0.428 -0.577
C 5.991 1.368 -9.546 -0.011 0.124 0.141 0.499
O 5.286 1.124 -10.683 0.295 -0.029 0.553 -0.490
O 6.177 2.443 -9.018 -0.243 -2.198 -1.064 -0.570
O 4.084 -4.421 -13.435 -2.667 -2.765 3.765 -0.503
C 3.221 -5.011 -12.723 5.566 1.537 -1.747 0.023
O 3.309 -5.724 -11.594 0.281 0.937 -2.261 0.438
B 1.931 -6.121 -11.209 0.237 1.512 2.071 -0.088
O 1.110 -5.541 -12.266 -2.299 -1.505 0.951 0.279
C 1.774 -4.992 -13.162 -1.320 3.249 -5.044 0.831
O 1.451 -4.416 -14.209 0.420 -1.760 2.863 -0.568
O 1.606 -5.405 -9.934 -0.334 -0.836 0.286 -0.164
C 1.194 -6.309 -9.040 -0.229 0.353 1.889 0.508
O 0.830 -6.113 -7.899 0.601 -0.178 -1.568 -0.560
C 1.259 -7.695 -9.725 -2.408 -1.617 1.133 0.191
O 1.702 -7.478 -10.898 1.441 -0.685 -2.965 0.366
O 0.768 -8.768 -9.388 0.977 1.301 0.194 -0.766
Br -2.939 -5.798 -6.174 0.202 0.239 0.313 -0.169
C -1.360 -5.090 -5.248 0.319 -1.972 0.958 -0.103
C -1.372 -3.643 -5.158 0.146 2.432 -0.848 -0.551
Br 0.456 -2.974 -4.698 -0.742 -0.319 -0.023 -0.147
H -0.502 -5.454 -5.814 -0.180 0.111 -0.086 -0.019
H -1.325 -5.520 -4.248 -0.124 -0.350 -0.186 0.385
H -1.995 -3.098 -4.449 -0.104 -0.765 0.201 0.380
H -1.683 -3.294 -6.143 0.614 0.609 -0.059 0.245
Br -3.290 -5.658 -10.048 -0.361 -0.369 0.352 -0.151
C -1.881 -4.852 -11.066 0.325 0.314 0.246 0.262
C -2.157 -3.383 -11.140 -0.264 1.250 -1.235 -0.552
Br -0.907 -2.686 -12.566 -0.258 -0.097 0.830 -0.120
H -1.844 -5.358 -12.030 0.016 0.234 0.130 0.087
H -0.945 -4.964 -10.519 -0.092 -0.322 -0.098 -0.321
H -2.074 -2.798 -10.224 0.861 -0.363 0.050 0.344
H -3.130 -3.057 -11.506 -0.027 -0.691 -0.347 0.483
Br 0.497 -2.824 -8.212 0.337 0.176 -0.318 -0.167
C 2.455 -2.741 -8.465 -0.072 1.412 1.533 0.546
C 3.136 -1.831 -7.354 -0.355 -0.437 -1.233 -0.663
Br 2.505 0.065 -7.437 0.293 -1.120 0.149 -0.204
H 2.583 -2.281 -9.445 0.145 -0.319 0.086 0.010
H 2.801 -3.771 -8.378 -0.055 0.367 -0.192 -0.567
H 4.207 -1.755 -7.545 -0.050 -0.018 -0.290 0.410
H 3.053 -2.245 -6.349 -0.556 0.302 -0.087 0.409
Br 7.506 -5.531 -12.923 -0.339 -0.402 0.098 -0.160
C 6.673 -6.582 -11.472 2.050 -0.266 0.801 -0.129
C 7.508 -7.888 -11.190 -1.912 0.133 -0.630 -0.457
Br 6.281 -8.995 -9.994 1.155 0.497 -0.599 -0.196
H 5.607 -6.684 -11.671 0.416 -0.314 -0.007 -0.271
H 6.881 -5.946 -10.612 -0.629 -0.022 -0.127 0.427
H 8.476 -7.743 -10.711 -0.411 0.219 0.205 0.480
H 7.650 -8.496 -12.083 -0.186 0.034 0.108 0.339
Br 4.936 -5.220 -8.709 0.151 -0.630 0.384 -0.037
C 4.813 -6.892 -7.652 0.643 0.327 0.368 -0.489
C 3.985 -6.590 -6.404 -0.357 0.635 -1.061 -0.175
Br 3.682 -8.175 -5.421 -0.111 -0.987 0.539 -0.173
H 5.832 -7.209 -7.432 0.034 0.413 0.219 0.593
H 4.477 -7.692 -8.312 -0.731 0.365 0.150 0.086
H 3.006 -6.221 -6.710 0.008 -0.043 0.086 -0.149
H 4.399 -5.865 -5.703 0.364 -0.081 -0.408 0.437
```
Positions in Å, forces in eV/Å.



The following is a quantum chemistry calculation of a molecular structure, C26H20Br2Cl3N2OSSbSe4SiZr at a distorted geometry, from the Open Molecules 2025 dataset.

Output
HOMO-LUMO gap, eV: 4.12
F_max, eV/Å: 2.58
ΔE to the lowest compared entry with this formula, charge and spin, kJ/mol: 382.0
E, Ha: -18297.21198
LUMO level, eV: 3.035
Spin multiplicity: 1
Total charge: -2

XYZ file:
```
62
Properties=species:S:1:pos:R:3:forces:R:3:mulliken_charge:R:1
Zr -0.589 -2.031 0.301 0.589 -0.066 -1.972 0.303
Br -2.214 1.551 3.398 0.331 -0.081 0.114 -0.172
C -0.505 0.704 3.479 -0.653 -0.327 -1.008 -0.491
C 0.344 0.945 4.549 0.727 -0.170 0.353 -0.556
C 1.560 0.305 4.609 -0.222 0.487 0.505 0.095
Br 2.655 0.592 6.149 -0.070 0.048 -0.131 -0.283
C 1.993 -0.578 3.603 -0.216 -0.064 -0.382 0.650
C 3.205 -1.299 3.592 -0.003 -0.338 -0.403 -0.872
C 3.456 -2.179 2.561 0.085 0.545 0.749 -1.271
C 2.517 -2.343 1.552 -0.600 0.091 -0.555 -0.554
N 1.367 -1.681 1.533 0.546 -0.439 0.908 0.666
C 1.099 -0.804 2.527 0.319 0.293 0.243 0.150
C -0.192 -0.184 2.451 0.422 0.905 1.368 1.309
O -1.001 -0.472 1.486 -0.530 1.102 0.647 -0.743
H 0.033 1.624 5.329 0.054 -0.015 0.048 0.452
H 3.923 -1.167 4.389 -0.029 0.034 0.018 0.324
H 4.367 -2.750 2.520 0.151 -0.038 -0.030 0.438
H 2.713 -3.018 0.721 -0.111 0.130 0.015 0.579
C 0.814 5.090 -0.841 -0.137 -0.128 0.070 -1.862
C -0.156 4.200 -0.047 0.034 0.158 0.147 2.309
C 0.617 3.617 1.139 -0.144 0.000 -0.210 -1.952
C -1.326 5.040 0.496 0.161 -0.055 -0.034 -1.691
C -0.755 3.125 -0.947 -0.012 -0.218 -0.060 -0.078
C -1.365 3.518 -2.145 0.001 0.026 -0.100 -0.364
C -1.968 2.621 -2.999 0.015 0.086 0.026 -1.435
C -1.977 1.284 -2.649 0.108 -0.373 0.339 0.922
S -2.574 -0.076 -3.550 0.347 -0.058 0.547 -0.489
C -1.993 -1.136 -2.269 -0.445 0.716 -0.479 0.691
N -1.464 -0.506 -1.248 -0.618 -1.073 -0.198 0.413
C -1.392 0.853 -1.445 -0.200 0.754 -0.371 -1.955
C -0.767 1.781 -0.610 0.090 -0.095 0.137 1.149
C -1.985 -2.567 -2.431 -0.092 -0.765 0.163 0.965
C -2.435 -3.149 -3.627 0.139 0.141 0.349 -0.953
C -2.286 -4.503 -3.821 -0.028 -0.052 -0.195 -0.692
C -1.622 -5.263 -2.860 0.118 0.112 0.099 -0.893
C -1.140 -4.674 -1.705 -0.190 -0.114 0.218 -0.893
C -1.348 -3.320 -1.410 -0.398 0.082 -0.920 1.372
H 1.265 5.828 -0.177 0.035 0.077 0.075 0.459
H 0.313 5.628 -1.643 -0.028 0.038 -0.089 0.333
H 1.607 4.485 -1.274 0.082 -0.039 -0.063 0.452
H 1.053 4.424 1.727 0.008 0.084 0.025 0.499
H 1.427 2.980 0.790 0.101 -0.143 0.020 0.489
H -0.039 3.047 1.792 -0.028 -0.131 0.092 0.187
H -0.964 5.806 1.180 0.086 0.123 0.097 0.445
H -2.028 4.405 1.035 -0.052 -0.063 0.058 0.315
H -1.865 5.531 -0.311 -0.065 0.050 -0.098 0.382
H -1.327 4.554 -2.440 -0.076 0.167 -0.013 0.376
H -2.404 2.947 -3.930 -0.021 0.071 -0.116 0.362
H -0.273 1.415 0.279 -0.082 0.096 -0.047 0.128
H -2.843 -2.521 -4.410 -0.101 -0.081 -0.058 0.320
H -2.616 -4.960 -4.744 -0.014 -0.014 -0.021 0.347
H -1.439 -6.314 -3.039 0.001 -0.072 -0.037 0.360
H -0.551 -5.286 -1.017 -0.186 0.037 -0.134 0.123
Cl -2.603 -3.204 1.252 -0.282 -0.714 0.674 -0.351
Si -0.331 -4.395 1.759 -1.058 -0.196 0.803 0.160
Cl -0.281 -3.188 3.509 0.019 -0.605 0.469 -0.135
Cl -1.124 -6.145 2.585 0.158 -0.023 -0.268 -0.330
Se 2.401 -2.134 -5.234 -0.528 -0.070 0.230 -0.708
Sb 3.068 -1.632 -2.944 1.954 0.355 -1.648 0.596
Se 1.122 -1.936 -1.329 1.380 -0.037 -0.994 0.029
Se 3.928 0.659 -2.858 -0.473 0.037 0.434 -0.699
Se 4.890 -3.148 -2.342 -0.370 -0.189 0.594 -0.728
```
Positions in Å, forces in eV/Å.



The following is a quantum chemistry calculation of a molecular structure, C26H20Cl5N3ORu at a distorted geometry, from the Open Molecules 2025 dataset.

Output
HOMO-LUMO gap (spin up / spin down), eV: 7.22 / 7.15
F_max, eV/Å: 1.47
ΔE to the lowest compared entry with this formula, charge and spin, kJ/mol: 0.0
E, Ha: -3637.92301
LUMO level (spin up / spin down), eV: -3.420 / -3.758
Expectation value of S²: 0.773
Spin multiplicity: 2
Total charge: +1

XYZ file:
```
56
Properties=species:S:1:pos:R:3:forces:R:3:mulliken_spin:R:1
Ru -0.163 -0.438 0.460 -0.295 -0.348 1.403 0.849
Cl 1.437 0.840 -2.089 0.241 0.196 -0.262 0.004
C 0.102 1.795 -1.558 -0.180 0.202 -0.055 -0.010
C -0.632 1.325 -0.475 1.092 -0.617 -0.566 -0.037
C -1.733 2.061 -0.095 -0.136 0.151 0.029 0.045
Cl -2.678 1.484 1.250 0.059 0.021 -0.053 0.002
C -2.112 3.234 -0.746 -0.021 -0.018 0.059 -0.012
Cl -3.493 4.108 -0.226 0.012 -0.017 0.006 -0.002
C -1.353 3.689 -1.824 -0.021 0.000 0.011 0.023
Cl -1.799 5.130 -2.638 0.020 -0.028 0.011 0.004
C -0.236 2.963 -2.241 0.059 -0.128 0.068 -0.011
Cl 0.698 3.499 -3.577 -0.028 -0.013 0.037 -0.001
C 0.450 -3.159 4.258 -0.019 -0.008 -0.045 0.002
C 0.152 -1.900 3.499 0.124 -0.006 -0.007 -0.002
O 0.080 -1.913 2.262 -0.109 0.013 -0.123 0.017
N -0.046 -0.788 4.218 0.101 -0.043 -0.003 0.000
C -0.410 0.481 3.609 -0.207 0.050 -0.033 -0.007
C 0.766 1.215 3.021 0.083 -0.047 0.020 0.005
C 1.396 2.225 3.728 0.009 -0.019 -0.006 -0.003
C 2.508 2.847 3.183 0.018 -0.021 -0.073 0.001
C 2.964 2.421 1.947 -0.033 -0.028 0.073 0.000
C 2.274 1.413 1.298 0.069 -0.034 -0.065 0.009
N 1.189 0.823 1.808 -0.172 0.183 0.022 0.007
H 1.149 -3.766 3.689 0.008 -0.001 0.003 0.000
H -0.476 -3.724 4.366 -0.022 -0.018 -0.008 0.000
H 0.853 -2.963 5.249 0.009 0.009 0.035 0.000
H 0.095 -0.828 5.214 -0.032 -0.031 -0.027 0.000
H -0.891 1.096 4.369 0.011 -0.031 -0.002 0.000
H -1.151 0.282 2.834 0.106 0.040 0.141 -0.001
H 1.011 2.525 4.693 -0.003 0.001 0.013 0.000
H 3.006 3.647 3.713 0.014 0.011 0.011 0.000
H 3.830 2.863 1.478 0.034 0.029 -0.014 0.000
H 2.588 1.068 0.321 -0.035 0.040 -0.012 -0.001
N 1.283 -1.942 -0.139 0.089 0.822 -0.050 -0.014
C 1.458 -2.231 -1.538 0.068 -0.207 -0.006 0.000
C 2.734 -2.495 -2.007 -0.006 0.008 0.027 0.001
C 2.940 -2.818 -3.337 -0.011 0.005 0.032 0.007
C 1.846 -2.909 -4.181 -0.066 0.017 0.048 -0.002
C 0.575 -2.643 -3.699 0.074 0.007 -0.141 0.006
C 0.345 -2.261 -2.378 -0.160 0.067 -0.094 0.056
C -1.028 -1.929 -1.905 0.041 0.009 -0.143 0.007
C -2.107 -1.891 -2.794 -0.012 -0.188 -0.008 -0.028
C -3.406 -1.695 -2.354 0.006 0.005 -0.066 0.050
C -3.687 -1.561 -1.001 0.084 -0.132 0.139 -0.020
C -2.628 -1.545 -0.108 -0.182 -0.037 -0.061 0.087
C -1.309 -1.605 -0.566 -0.707 -0.006 -0.133 -0.036
H 0.804 -2.721 0.317 0.066 0.077 0.050 0.004
H 2.183 -1.836 0.325 -0.070 0.017 -0.094 0.001
H 3.571 -2.456 -1.320 0.036 0.008 0.016 0.000
H 3.938 -3.018 -3.700 0.012 0.001 -0.004 0.000
H 1.976 -3.188 -5.217 0.006 -0.004 -0.032 0.000
H -0.256 -2.737 -4.382 0.025 0.017 -0.008 0.002
H -1.949 -2.012 -3.857 -0.002 -0.047 0.030 -0.001
H -4.209 -1.678 -3.078 -0.018 0.020 -0.007 0.002
H -4.706 -1.463 -0.654 -0.032 0.002 0.001 0.000
H -2.817 -1.432 0.957 0.009 0.048 -0.084 -0.004
```
Positions in Å, forces in eV/Å.